ORCA calculation (the ωB97M-V functional and the def2-TZVPD basis) on a cluster of 2 separate species, C4H8O2 in total.

```
! RIJCOSX wB97M-V def2-TZVPD def2/J DEFGRID3
* xyz 0 1
C 1.73746 -0.68677 0.47375
C 1.27961 0.29596 1.25213
O 0.84123 1.51643 0.87320
C -0.89097 0.02056 -1.45682
O -0.07275 0.88929 -1.68286
C -1.75888 -0.05308 -0.23783
H 2.04951 -1.62270 0.92262
H 1.84314 -0.57705 -0.60180
H -1.01450 -0.80035 -2.18804
H 1.21356 0.18237 2.33164
H 0.73438 1.53394 -0.09744
H -2.79836 -0.24014 -0.52845
H -1.67561 0.86035 0.35288
H -1.42167 -0.90257 0.36984
*
```

As for the HOMO-LUMO gap: 9.8 eV. As for the SMILES: C=CO.CC=O. Its largest force on an atom is 0.54 eV/Å. The value obtained for the energy above the lowest of the compared OMol25 structures with the same formula, charge and spin is 39.48 kcal/mol. The HOMO energy is -8.899 eV. For the molar mass, the calculation gives 88.1 g mol⁻¹. The calculation puts the total energy at -8371.570 eV.